--- A ---
19
Properties=species:S:1:pos:R:3:lowdin_charge:R:1 method="wB97M-V/def2-TZVPD" homo_ev=-9.67 multiplicity=1 charge=0 orbital_gap_ha=0.3838
C 2.57679 1.61940 -0.52916 0.036
C 2.05016 0.21008 -0.30906 -0.447
O 1.56839 -0.44075 -1.23022 0.099
O 1.93055 -0.29987 0.95481 0.059
C 1.21990 -1.41933 1.35684 -0.324
O 0.87866 -2.37556 0.77288 0.068
H 1.63179 2.18761 -0.71368 0.116
H 3.21881 1.61365 -1.30433 0.040
H 3.10078 2.13648 0.30010 0.098
H 0.96689 -1.37497 2.47888 0.172
O -2.92738 0.14114 -1.30053 -0.030
C -2.83170 0.66853 -0.05669 -0.337
N -1.69164 0.32856 0.70093 0.053
N -0.91812 -0.61303 0.55167 -0.020
O -1.17839 -1.64403 -0.35552 -0.027
H -2.30836 -0.57108 -1.53437 0.085
H -2.84030 1.78024 -0.11035 0.123
H -3.78975 0.49607 0.58165 0.152
H -0.65707 -2.44314 -0.25385 0.084


--- B ---
19
Properties=species:S:1:pos:R:3:lowdin_charge:R:1 method="wB97M-V/def2-TZVPD" homo_ev=-9.69 multiplicity=1 charge=0 smiles="CCON(N=O)OC.O=C=O" orbital_gap_ha=0.3285
C -0.48003 1.67808 -1.36705 -0.083
C 0.17431 1.57169 -0.04928 -0.280
O -0.03054 0.26121 0.52002 -0.151
N -1.43480 0.07383 0.94798 -0.077
N -1.52899 1.29053 1.61559 -0.026
O -2.46450 1.46265 2.37376 0.090
O -1.44808 -0.76526 2.13621 -0.126
C -0.45138 -1.71806 1.99052 -0.125
H -0.07928 2.44376 -2.03040 0.085
H -0.23093 0.78049 -2.00259 0.099
H -1.51096 1.59119 -1.22225 0.047
H -0.00343 2.37523 0.70901 0.113
H 1.32700 1.54438 -0.03481 0.152
H 0.55412 -1.20533 2.00011 0.091
H -0.63057 -2.40814 1.02831 0.139
H -0.26908 -2.23364 3.00825 0.120
O -3.74823 -1.83317 0.10006 0.227
C -2.87497 -1.35072 -0.46115 -0.452
O -2.09167 -1.11772 -1.31126 0.156


Relative to the most stable one, in kJ/mol, the structures come out at A 0.0; B 363.0.


--- A ---
9
Properties=species:S:1:pos:R:3:lowdin_charge:R:1 method="wB97M-V/def2-TZVPD" homo_ev="-9.61 / -9.61" multiplicity=1 charge=0 orbital_gap_ha="0.2832 / 0.2832"
C 1.30502 -0.36262 0.02257 -0.441
O -1.61362 -1.51906 -0.29753 -0.355
O 0.29931 0.07091 -0.89846 -0.293
O 0.73436 -0.39915 1.24989 -0.186
P -2.31014 1.31264 0.09389 0.635
S -1.01428 -0.25935 -0.01262 0.572
H 1.66258 -1.35164 -0.31525 0.122
H 2.13961 0.36076 -0.02971 0.128
H -1.20284 2.14751 0.18723 -0.182


--- B ---
9
Properties=species:S:1:pos:R:3:lowdin_charge:R:1 method="wB97M-V/def2-TZVPD" homo_ev=-7.79 multiplicity=1 charge=0 smiles="OC(O)=P(O)=S" orbital_gap_ha=0.2811
O 0.30071 -0.84961 1.28612 0.058
C 0.07740 -0.83663 0.02817 -0.561
O 1.03743 -0.52646 -0.78139 0.134
P -1.79049 -0.98122 -0.59744 0.368
O -1.28102 0.66946 -0.46684 -0.475
S -2.96263 -1.22099 0.97378 0.021
H 1.17427 -0.52115 1.82817 0.244
H 0.76888 -0.28760 -1.64223 0.102
H -1.67723 1.34704 0.19519 0.110


Relative to the most stable one, in kJ/mol, the structures come out at A 262.9; B 0.0.


--- A ---
23
Properties=species:S:1:pos:R:3:lowdin_charge:R:1 method="wB97M-V/def2-TZVPD" homo_ev=-12.24 multiplicity=1 charge=+1 orbital_gap_ha=0.3391
C -3.04109 -0.96197 -1.08395 -0.095
C -1.89149 -1.58080 -0.32069 -0.202
C -0.86031 -0.58856 0.05638 -0.326
C 0.24884 -0.35741 -0.66542 -0.088
N 1.16430 0.76154 -0.61631 0.158
N -1.23742 0.29362 1.07126 0.130
H -3.49471 -0.13908 -0.52601 0.071
H -3.90151 -1.51971 -1.47420 0.086
H -2.78551 -0.57029 -2.07679 0.083
H -1.45283 -2.37374 -0.91654 0.115
H -2.30317 -2.15714 0.51136 0.126
H 0.55132 -1.22158 -1.23885 0.121
H 2.13472 0.40439 -0.40478 0.099
H 1.12420 1.25917 -1.49683 0.165
H 0.93420 1.45864 0.14201 0.082
H -0.84083 1.21947 1.11107 0.068
H -2.22787 0.31208 1.26990 0.100
H 4.28222 -0.44859 -0.08311 0.085
H 3.34192 -1.50819 0.34075 0.088
O 3.35221 -0.69472 -0.18657 -0.027
H 1.48807 3.27780 1.53417 0.102
H 1.11059 1.90118 2.25642 0.086
O 1.09022 2.39769 1.43468 -0.026


--- B ---
23
Properties=species:S:1:pos:R:3:lowdin_charge:R:1 method="wB97M-V/def2-TZVPD" homo_ev=-13.52 multiplicity=1 charge=+1 orbital_gap_ha=0.1553
C 0.17643 0.87218 -2.04878 -0.100
O -0.73536 1.64942 -1.24642 0.012
C 0.90238 -0.22134 -1.17770 -0.366
C 1.96078 0.28119 -0.21145 -0.158
C 2.56527 -0.88835 0.55920 -0.255
N 2.74662 -0.47501 1.94033 0.055
N -0.03114 -0.90904 -0.39623 0.353
H 0.92972 1.37092 -2.64094 0.147
H -0.48833 0.30023 -2.70579 0.139
H -0.84889 0.85182 -0.68560 0.029
H 1.41411 -0.93483 -1.87035 0.191
H 1.49163 0.85534 0.61118 0.135
H 2.67395 1.02665 -0.62531 0.148
H 3.52426 -1.18954 0.11325 0.135
H 1.85280 -1.74456 0.47154 0.127
H -2.68111 0.26378 0.20496 0.026
H 3.39350 0.28897 2.10507 0.106
H 2.91546 -1.26113 2.54716 0.091
H -3.13754 0.06216 0.75962 0.058
H -0.38426 -1.69152 -0.97342 0.140
H -5.06850 -0.33756 2.51968 0.022
H -6.33998 -0.85598 1.67602 0.036
O -5.73928 -0.13387 1.86705 -0.070


--- C ---
23
Properties=species:S:1:pos:R:3:lowdin_charge:R:1 method="wB97M-V/def2-TZVPD" homo_ev=-11.69 multiplicity=1 charge=+1 orbital_gap_ha=0.3208
C 0.80898 0.32258 -3.24849 -0.264
C 1.34143 -0.62642 -2.10970 -0.165
C 0.43201 -0.35353 -0.94147 -0.092
C 0.82577 0.15622 0.21657 -0.087
N -0.10446 0.34482 1.31396 0.168
N -0.26051 -0.18140 -4.09162 0.003
H 1.75855 0.38163 -3.79727 0.116
H 0.49300 1.30255 -2.90871 0.103
H 2.40882 -0.50009 -1.93943 0.112
H 1.25216 -1.68557 -2.34017 0.121
H -0.57219 -0.75641 -1.13218 0.132
H 1.88570 0.38126 0.27099 0.134
H -0.17313 1.30596 1.65954 0.142
H -1.02985 0.21220 0.89377 0.161
H -0.13295 -0.22378 2.18534 0.126
H -0.93057 -0.73651 -3.59069 0.059
H -0.08313 -0.33338 -5.05773 0.065
H -0.40654 2.37043 4.01253 0.072
H -1.06962 1.27079 4.60939 0.067
O -0.65217 1.46415 3.75482 -0.067
H -1.08589 -1.86145 3.75797 0.067
H -2.45937 -1.55372 3.25263 0.074
O -1.55698 -1.19939 3.24074 -0.046


--- D ---
23
Properties=species:S:1:pos:R:3:lowdin_charge:R:1 method="wB97M-V/def2-TZVPD" homo_ev=-11.34 multiplicity=1 charge=+1 orbital_gap_ha=0.3015
C -2.28610 -0.30294 1.54979 -0.111
C -1.72515 -0.48932 0.16775 -0.241
C -0.24416 -0.29473 0.08012 -0.319
C 0.56630 -1.21259 0.75946 -0.117
N 1.88782 -1.04576 0.90344 0.094
N 0.27823 0.56069 -0.87285 0.142
H -1.45894 -0.15342 2.25923 0.079
H -2.85317 -1.20634 1.79452 0.078
H -3.01953 0.50759 1.72175 0.083
H -2.26904 -1.22558 -0.42340 0.111
H -2.32739 0.28820 -0.44268 0.130
H 0.11163 -1.98052 1.29638 0.122
H 2.29092 -0.43891 0.20637 0.082
H 2.42408 -1.63400 1.52803 0.121
H 0.36234 1.55007 -0.35324 0.135
H 1.19664 0.32247 -1.22325 0.091
H -0.34029 0.70491 -1.75669 0.218
H 1.57350 -2.19445 -2.24562 0.124
H 2.67990 -1.05497 -2.51572 0.139
O 1.78722 -1.22523 -1.99148 -0.124
H 1.09926 3.77806 0.13791 0.089
H -0.16184 3.65341 -0.57671 0.111
O 0.42776 3.09335 -0.00310 -0.036


Relative to the most stable one, in kJ/mol, the structures come out at A 0.0; B 734.3; C 98.6; D 154.9.


--- A ---
12
Properties=species:S:1:pos:R:3:lowdin_charge:R:1 method="wB97M-V/def2-TZVPD" homo_ev=-5.04 multiplicity=1 charge=-1 orbital_gap_ha=0.3348
C -2.54256 0.58101 -0.03194 -0.047
N 0.66322 -1.64233 0.45680 -0.013
N 0.72447 -0.43496 0.51875 -0.169
O 2.73647 1.09682 0.91344 -0.379
O 1.75376 0.87808 -1.32665 -0.381
O 3.04083 -0.97576 -0.36432 -0.408
S 2.21954 0.21247 -0.11690 0.357
H -3.14999 0.93176 0.79471 0.004
H -1.57642 0.25152 0.33446 -0.021
H -2.39041 1.38644 -0.73920 0.012
H -3.04282 -0.24021 -0.52995 0.007
H 1.56391 -2.04484 0.09081 0.037


--- B ---
12
Properties=species:S:1:pos:R:3:lowdin_charge:R:1 method="wB97M-V/def2-TZVPD" homo_ev="-4.57 / -4.58" multiplicity=1 charge=-1 orbital_gap_ha="0.3169 / 0.3169"
C 1.14174 -0.93294 -0.29099 -0.146
N 0.62919 1.20117 0.67845 -0.041
N 0.31649 -0.17949 0.61411 -0.380
O -1.66676 -1.44682 -0.46516 -0.399
O -1.32883 1.37734 -1.55732 -0.587
O -2.07588 0.36284 1.15720 -0.395
S -1.30165 -0.13463 0.03845 0.660
H 0.47926 -1.61319 -0.82830 0.058
H 1.65794 -0.28061 -0.99936 0.078
H 1.87761 -1.51322 0.27901 0.071
H 0.13530 1.53366 1.50537 0.063
H 0.13560 1.62591 -0.13146 0.018


Relative to the most stable one, in kJ/mol, the structures come out at A 0.0; B 345.6.